Version P
ORCA calculation (the ωB97M-V functional and the def2-TZVPD basis) on a molecular structure, C38H63BI2N9O4STl.

Properties
charge = -2
LUMO level = 3.628 eV
orbital gap = 6.17 eV
2S+1 = 1
molar mass = 1211.05 g/mol

Cartesian coordinates (Å):
Tl -0.3113 -0.3615 -0.0570
C -2.9273 3.9434 1.8434
C -2.3857 3.3413 0.5908
C -3.0413 3.2323 -0.6177
C -2.1451 2.5444 -1.4550
N -1.0406 2.2496 -0.7862
N -1.1735 2.7597 0.4678
B 0.0533 3.0622 1.3992
N 1.3067 3.3605 0.5402
N 1.8639 2.4824 -0.3137
C 2.8779 3.1008 -0.8948
C 2.9863 4.4223 -0.4204
C 1.9625 4.5431 0.4978
C 1.6189 5.7353 1.3297
C 3.7202 2.3796 -1.9199
C 2.8547 2.0514 -3.1407
C 4.2271 1.0735 -1.3074
C 4.9041 3.2445 -2.3505
N 0.4242 2.0511 2.5183
N 1.3422 1.0753 2.3156
C 1.6867 0.6160 3.5062
C 0.9849 1.2995 4.5153
C 0.1858 2.1966 3.8407
C -0.7747 3.1662 4.4436
C 2.7258 -0.4744 3.6569
C 2.1396 -1.8271 3.2327
C 3.9420 -0.1363 2.7900
C 3.1606 -0.5806 5.1213
C -2.2871 2.2903 -2.9393
C -3.7195 1.8659 -3.2721
C -1.9609 3.6099 -3.6580
C -1.3109 1.2208 -3.4157
H -3.8265 4.5112 1.6034
H -3.2017 3.1586 2.5523
H -2.2081 4.6046 2.3272
H -4.0344 3.5881 -0.8380
H -0.2307 4.0920 1.9527
H 3.7046 5.1819 -0.6810
H 2.3584 6.5168 1.1491
H 0.6316 6.1295 1.0826
H 1.6199 5.4965 2.3940
H 2.0071 1.4397 -2.8361
H 2.4672 2.9650 -3.5973
H 3.4322 1.5016 -3.8904
H 3.3756 0.4910 -0.9631
H 4.7922 0.4899 -2.0405
H 4.8661 1.2699 -0.4446
H 4.5631 4.1698 -2.8198
H 5.5327 3.5038 -1.4963
H 5.5160 2.7018 -3.0755
H 1.0213 1.1592 5.5824
H -0.6604 3.1405 5.5276
H -0.6019 4.1873 4.0984
H -1.8073 2.8990 4.2095
H 1.1392 -1.9487 3.6450
H 2.0590 -1.8824 2.1479
H 2.7805 -2.6479 3.5720
H 3.6389 0.0389 1.7590
H 4.4326 0.7690 3.1564
H 4.6648 -0.9580 2.8086
H 2.3294 -0.8983 5.7529
H 3.9598 -1.3207 5.2134
H 3.5317 0.3768 5.4931
H -4.4386 2.6294 -2.9666
H -3.8191 1.7216 -4.3519
H -3.9787 0.9273 -2.7782
H -2.6649 4.3941 -3.3689
H -0.9546 3.9428 -3.3981
H -2.0166 3.4745 -4.7423
H -0.2876 1.5057 -3.1794
H -1.5310 0.2777 -2.9252
H -1.3982 1.0879 -4.4982
I 0.7740 -2.3730 -3.9890
C -1.1600 -3.0454 -3.3955
I -1.1335 -4.3419 -1.7285
H -1.5924 -3.5673 -4.2404
H -1.7449 -2.1874 -3.0699
C -2.9560 -6.9963 1.3555
C -2.8154 -5.5412 1.7195
C -1.6134 -5.0341 2.1993
C -1.4737 -3.6820 2.4882
C -2.5454 -2.8191 2.3197
C -3.7539 -3.3147 1.8439
C -3.8800 -4.6606 1.5451
S -2.3756 -1.0757 2.7620
O -1.0746 -1.0025 3.3963
O -3.5362 -0.8536 3.6132
N -2.3618 -0.1804 1.4879
C -3.6571 -0.0394 0.8099
C -3.8728 -0.7996 -0.5116
O -5.0350 -1.0299 -0.8622
O -2.8415 -1.0685 -1.1953
H -2.1824 -7.5975 1.8347
H -2.8640 -7.1343 0.2751
H -3.9297 -7.3863 1.6563
H -0.7721 -5.7041 2.3450
H -0.5457 -3.2841 2.8757
H -4.5946 -2.6473 1.7109
H -4.8218 -5.0335 1.1581
H -3.7743 1.0165 0.5336
H -4.4858 -0.2810 1.4800
C 4.2722 -4.7549 0.5983
C 3.3144 -4.7690 -0.5976
C 4.0931 -4.5742 -1.8970
C 2.5422 -6.0845 -0.6516
N 2.2974 -3.7145 -0.5146
N 2.9202 -2.4025 -0.4411
H 5.0804 -5.4782 0.4648
H 3.7363 -5.0025 1.5179
H 4.6992 -3.7580 0.7065
H 4.7247 -5.4422 -2.0956
H 4.7313 -3.6923 -1.8340
H 3.3961 -4.4458 -2.7268
H 3.2251 -6.9256 -0.7865
H 1.8279 -6.0616 -1.4747
H 1.9829 -6.2415 0.2738
H 1.7965 -3.8399 0.3613
H 2.8980 -2.0392 -1.3905
H 2.2569 -1.8211 0.0639


Version Q
ORCA calculation (the ωB97M-V functional and the def2-TZVPD basis) on a molecular structure, C38H63BI2N9O4STl.

Properties
charge = -2
LUMO level = 3.805 eV
orbital gap = 6.62 eV
2S+1 = 1
molar mass = 1211.05 g/mol

Cartesian coordinates (Å):
Tl -0.4765 0.4299 0.0612
C 3.4054 -0.7340 -4.9441
C 3.2771 -0.0117 -3.6441
C 4.2263 0.1874 -2.6653
C 3.5372 0.8587 -1.6300
N 2.2720 1.0419 -1.9621
N 2.1193 0.5250 -3.2043
B 0.7599 0.4465 -3.9071
N 0.0248 -0.8523 -3.4415
N 0.7308 -1.8224 -2.8154
C -0.0081 -2.9176 -2.8578
C -1.2183 -2.6715 -3.5402
C -1.1444 -1.3415 -3.9058
C -2.0749 -0.5461 -4.7606
C 0.4958 -4.2208 -2.2812
C 1.9593 -4.0808 -1.8630
C 0.3810 -5.3174 -3.3485
C -0.3457 -4.6218 -1.0666
N -0.0722 1.7338 -3.7137
N -0.4281 2.2124 -2.4952
C -0.9441 3.4143 -2.6883
C -0.9383 3.7321 -4.0630
C -0.3674 2.6389 -4.6772
C -0.0854 2.4561 -6.1338
C -1.4025 4.2682 -1.5265
C -1.6654 5.6958 -2.0141
C -2.6920 3.7035 -0.9203
C -0.3039 4.3094 -0.4595
C 4.1027 1.3563 -0.3200
C 3.0260 2.0361 0.5202
C 5.2262 2.3589 -0.6160
C 4.6804 0.1737 0.4676
H 4.4167 -1.1328 -5.0360
H 2.6978 -1.5640 -4.9987
H 3.2105 -0.0808 -5.7973
H 5.2601 -0.1207 -2.6967
H 0.9512 0.3386 -5.0977
H -2.0331 -3.3503 -3.7412
H -3.0711 -0.9870 -4.7385
H -2.1531 0.4854 -4.4196
H -1.7242 -0.5346 -5.7974
H 2.6050 -3.9534 -2.7341
H 2.0985 -3.1993 -1.2396
H 2.2781 -4.9725 -1.3142
H 0.9439 -5.0415 -4.2426
H 0.7750 -6.2640 -2.9654
H -0.6597 -5.4749 -3.6408
H -0.2032 -3.9146 -0.2487
H -1.4107 -4.6246 -1.3082
H -0.0661 -5.6207 -0.7161
H -1.2797 4.6325 -4.5472
H -0.4803 3.3150 -6.6787
H 0.9852 2.3832 -6.3316
H -0.5486 1.5519 -6.5305
H -2.4877 5.7230 -2.7339
H -1.9408 6.3276 -1.1664
H -0.7786 6.1227 -2.4894
H -3.4546 3.5665 -1.6925
H -2.5268 2.7467 -0.4232
H -3.0920 4.3846 -0.1631
H 0.6233 4.7141 -0.8731
H -0.6164 4.9323 0.3826
H -0.0825 3.3140 -0.0742
H 2.5487 2.8489 -0.0294
H 2.2517 1.3312 0.8160
H 3.4597 2.4387 1.4394
H 4.8366 3.2111 -1.1771
H 5.6597 2.7292 0.3180
H 6.0216 1.8984 -1.2078
H 3.8977 -0.5548 0.6836
H 5.4754 -0.3256 -0.0935
H 5.0891 0.5170 1.4223
I -2.7961 -2.1131 1.2958
C -4.1506 -1.6515 -0.2775
I -3.7629 0.0416 -1.4857
H -5.1019 -1.4760 0.2064
H -4.1621 -2.5126 -0.9330
C -3.5597 -1.6995 7.6157
C -3.6293 -0.8948 6.3437
C -4.8448 -0.4019 5.8703
C -4.9072 0.3240 4.6919
C -3.7533 0.5622 3.9551
C -2.5414 0.0713 4.4096
C -2.4832 -0.6440 5.6000
S -3.8716 1.5075 2.4213
O -4.6502 0.6396 1.5472
O -4.5632 2.7174 2.8524
N -2.4393 1.7093 1.8788
C -1.6492 2.6914 2.6210
C -0.2265 2.2289 2.9830
O 0.3470 2.8323 3.8973
O 0.2686 1.2623 2.3085
H -4.4422 -1.5343 8.2361
H -2.6782 -1.4352 8.2026
H -3.5008 -2.7704 7.4023
H -5.7516 -0.5861 6.4388
H -5.8488 0.7198 4.3320
H -1.6460 0.2407 3.8230
H -1.5249 -1.0118 5.9543
H -2.1153 3.0087 3.5578
H -1.5298 3.6102 2.0310
C 1.9412 -1.0847 4.9640
C 1.6541 -2.0181 3.7910
C 0.2245 -2.5683 3.9243
C 2.6509 -3.1757 3.7750
N 1.8430 -1.1990 2.5941
N 1.3332 -1.7245 1.3826
H 1.9198 -1.6323 5.9095
H 1.2074 -0.2757 5.0040
H 2.9237 -0.6253 4.8408
H 0.0643 -2.9831 4.9228
H 0.0235 -3.3708 3.2085
H -0.5067 -1.7708 3.7704
H 2.5555 -3.7879 4.6766
H 3.6688 -2.7868 3.7132
H 2.4772 -3.8216 2.9102
H 1.4183 -0.2762 2.7210
H 0.5296 -2.3324 1.5167
H 2.0529 -2.2403 0.8943


What should be chosen as the least stable of them? Choose version P.